Entry i
The following is a DFT calculation (ωB97M-V with the def2-TZVPD basis set) of a structure of composition C3H9NOSi.

Output
- HOMO-LUMO gap (Ha) = 0.357
- HOMO level (Eh) = -0.348
- total charge = 0

Each line ends with the Mulliken charge.
Element x y z (Å)
C (-1.9504, 0.7155, 0.0996)  -1.12
C (1.3079, -1.8276, -0.1552)  -0.99
C (-0.6520, 1.1461, -0.4600)  -0.03
N (0.1889, 1.0056, 0.5988)  -0.16
O (1.7995, 1.1828, -0.1688)  -0.40
Si (1.4870, -0.0868, 0.6719)  0.51
H (-1.9477, -0.4518, 0.0918)  0.21
H (-2.1076, 0.8700, 1.1707)  0.36
H (-2.8246, 0.9550, -0.5778)  0.32
H (1.8958, -1.7962, -1.0572)  0.34
H (1.6879, -2.6713, 0.4607)  0.32
H (0.2836, -1.8724, -0.4705)  0.27
H (-0.5890, 2.1908, -0.8755)  0.30
H (-0.3761, 0.4352, -1.3760)  0.22
H (1.7968, 0.2051, 2.0474)  -0.14

Entry ii
The following is a DFT calculation (ωB97M-V with the def2-TZVPD basis set) of a cluster of 2 separate species, C3H9NOSi in total.

Output
- HOMO-LUMO gap (alpha / beta) (Ha) = 0.247 / 0.333
- HOMO level (alpha / beta) (Eh) = -0.354 / -0.379
- total charge = 0

Each line ends with the Mulliken charge.
Element x y z (Å)
C (1.9046, 1.6340, 0.8213)  0.06
C (-1.5730, -0.3379, 1.2190)  -1.03
C (-0.3995, -1.0485, -1.5234)  -0.96
N (1.2408, 0.7114, 0.1907)  0.06
O (1.9759, 1.8275, 2.0750)  -0.56
Si (0.1786, -0.6087, 0.3148)  0.42
H (2.4769, 2.2156, 0.1421)  0.35
H (-2.4354, -0.6762, 0.6866)  0.32
H (-1.7111, -0.5302, 2.2764)  0.36
H (-1.5614, 0.8308, 1.2607)  0.24
H (-0.2903, -0.0734, -2.2669)  -0.05
H (0.3162, -1.6157, -2.1787)  0.35
H (-1.3119, -1.5199, -1.6007)  0.36
H (0.3240, 1.0189, -2.1965)  0.19
H (0.8657, -1.8277, 0.7797)  -0.10

Entry iii
The following is a DFT calculation (ωB97M-V with the def2-TZVPD basis set) of the molecule C3H9NOSi.

Output
- HOMO-LUMO gap (Ha) = 0.374
- HOMO level (Eh) = -0.337
- SMILES = C=C[Si@@H](N)OC
- total charge = 0

Each line ends with the Mulliken charge.
Element x y z (Å)
C (0.6771, -0.0452, -2.5566)  -0.53
C (0.5546, 0.1219, -1.2942)  -0.08
C (0.5194, 0.6271, 2.2135)  -0.60
N (-1.4323, -1.5805, -0.3756)  -0.35
O (-0.4253, -0.0073, 1.4131)  -0.23
Si (-0.8824, 0.0036, -0.1386)  0.21
H (1.5368, -0.2148, -3.2686)  0.23
H (-0.2445, -0.1602, -3.1221)  0.21
H (1.4448, 0.3715, -0.6394)  0.09
H (1.4233, 0.9886, 1.5677)  0.21
H (0.9239, -0.0077, 2.9110)  0.28
H (0.1520, 1.4166, 2.7368)  0.30
H (-1.6374, -1.8609, -1.2269)  0.18
H (-1.8644, -2.0504, 0.3624)  0.20
H (-2.1689, 0.9991, -0.6593)  -0.12

What should be chosen as the most stable of them? Choose entry iii.

Entry i
The following is a DFT calculation (ωB97M-V with the def2-TZVPD basis set) of a cluster of 2 separate species, C3H10NO2S2 in total.

Output
- HOMO-LUMO gap (Ha) = 0.242
- HOMO level (Eh) = -0.107
- total charge = -1

Each line ends with the Mulliken charge.
Element x y z (Å)
N (-0.3299, 2.2020, -0.3645)  -0.81
C (-0.1362, 0.8169, 0.0969)  0.82
C (-0.2726, -0.2029, -1.0254)  -0.92
O (0.9089, -0.3160, -1.7892)  -0.66
C (-1.1272, 0.5601, 1.2411)  -1.09
S (-0.5173, -0.6240, 2.4903)  -0.17
S (-0.3087, -2.4542, 1.6210)  -0.62
H (0.1436, 2.3886, -1.2328)  0.24
H (-1.3066, 2.3875, -0.5011)  0.24
H (0.8550, 0.7634, 0.4526)  0.17
H (-0.6323, -1.1698, -0.6687)  0.33
H (-1.0670, 0.1039, -1.6993)  0.35
H (-2.0683, 0.1724, 0.8424)  0.34
H (-1.1871, 1.4833, 1.7596)  0.44
H (2.3622, -1.1712, 0.2551)  0.36
H (1.2480, -2.1356, 0.2401)  0.19
H (1.4347, -0.9668, -1.3667)  0.53
O (2.0008, -1.8375, -0.3515)  -0.74

Entry ii
The following is a DFT calculation (ωB97M-V with the def2-TZVPD basis set) of a cluster of 2 separate species, C3H10NO2S2 in total.

Output
- HOMO-LUMO gap (Ha) = 0.213
- HOMO level (Eh) = -0.087
- total charge = -1

Each line ends with the Mulliken charge.
Element x y z (Å)
N (-0.5656, 0.8949, -1.6107)  -0.72
C (-0.7963, -0.1619, -0.5791)  0.49
C (-1.5775, -1.3060, -1.2015)  -1.07
O (-1.4766, -2.4825, -0.3742)  -0.52
C (-1.3533, 0.4164, 0.6751)  -0.60
S (-0.0728, 1.0586, 1.8516)  -0.22
S (1.7764, 0.6333, 1.1769)  -0.57
H (-1.4783, 1.1998, -1.9317)  0.26
H (-0.0273, 1.6616, -1.2002)  0.28
H (0.2192, -0.5655, -0.4751)  0.16
H (-2.6380, -1.0253, -1.3167)  0.31
H (-1.1657, -1.6176, -2.1511)  0.35
H (-2.0398, -0.2719, 1.1668)  0.25
H (-1.9056, 1.3146, 0.4710)  0.22
H (2.4354, -1.2685, -1.6776)  0.31
H (1.5432, -0.0203, -1.8618)  0.42
H (-1.9238, -2.2911, 0.4687)  0.31
O (2.1551, -0.6116, -2.3247)  -0.67

What should be chosen as the most stable of them? Choose entry i.

Entry i
The following is a DFT calculation (ωB97M-V with the def2-TZVPD basis set) of a cluster of 3 separate species, C3H10O3 in total.

Output
- HOMO-LUMO gap (Ha) = 0.402
- HOMO level (Eh) = -0.373
- SMILES = CCC=O.O.O
- total charge = 0

Each line ends with the Mulliken charge.
Element x y z (Å)
O (-0.3704, 0.1517, 1.7137)  -0.47
C (0.8351, 0.0190, 1.6998)  -0.05
C (1.4992, -0.9894, 0.8208)  -0.27
C (2.0749, -2.1896, 1.5855)  -1.08
H (1.3596, 0.5547, 2.4998)  0.37
H (2.3586, -0.4937, 0.3506)  0.28
H (0.8464, -1.2972, 0.0041)  0.28
H (2.8217, -1.8673, 2.3134)  0.32
H (2.5997, -2.8284, 0.8841)  0.30
H (1.2968, -2.7745, 2.0668)  0.33
H (-1.5658, 1.5019, -0.0649)  0.31
H (-3.0350, 1.2670, -0.1722)  0.31
O (-2.2544, 1.3586, -0.7274)  -0.63
H (-2.9717, 1.7620, -4.3784)  0.32
H (-2.5064, 3.1386, -3.9483)  0.32
O (-2.9883, 2.6866, -4.6475)  -0.64

Entry ii
The following is a DFT calculation (ωB97M-V with the def2-TZVPD basis set) of a cluster of 3 separate species, C3H10O3 in total.

Output
- HOMO-LUMO gap (Ha) = 0.338
- HOMO level (Eh) = -0.319
- SMILES = C=C(C)O.O.O
- total charge = 0

Each line ends with the Mulliken charge.
Element x y z (Å)
C (-1.3243, 1.8242, -0.4594)  -1.12
C (-0.1383, 1.4840, 0.1904)  1.02
O (0.9421, 1.5455, -0.6214)  -0.50
C (0.0917, 0.7290, 1.4985)  -0.92
H (-2.3146, 1.6974, -0.0724)  0.30
H (-1.2442, 2.3951, -1.3709)  0.20
H (0.7909, 1.8910, -1.5174)  0.29
H (-0.8469, 0.7506, 2.1809)  0.29
H (1.0560, 1.1376, 1.8818)  0.29
H (0.2165, -0.4149, 1.4952)  0.15
H (-0.9762, -2.4336, -1.5377)  0.29
H (-1.6010, -1.3705, -0.6457)  0.31
O (-0.9068, -2.0014, -0.6709)  -0.58
H (2.5723, -2.2870, -0.7477)  0.31
H (1.4292, -2.3011, 0.3044)  0.30
O (2.2535, -2.6461, 0.0920)  -0.64

Entry iii
The following is a DFT calculation (ωB97M-V with the def2-TZVPD basis set) of a cluster of 3 separate species, C3H10O3 in total.

Output
- HOMO-LUMO gap (Ha) = 0.400
- HOMO level (Eh) = -0.375
- SMILES = CCC=O.O.O
- total charge = 0

Each line ends with the Mulliken charge.
Element x y z (Å)
O (-1.2799, -1.8505, 0.5814)  -0.47
C (-0.6214, -2.6229, -0.0568)  -0.14
C (0.8004, -2.2570, -0.2350)  -0.24
C (0.8670, -0.7701, -0.6966)  -0.67
H (-0.9534, -3.5063, -0.4767)  0.43
H (1.3717, -2.8769, -1.0017)  0.26
H (1.3517, -2.4621, 0.7902)  0.24
H (1.7085, -0.4642, -1.3766)  0.34
H (1.0168, -0.0316, 0.2157)  0.21
H (-0.1516, -0.6882, -1.1430)  0.06
H (0.6325, 5.3353, 2.3190)  0.31
H (0.2832, 4.5948, 1.0767)  0.32
O (1.0359, 4.9147, 1.5861)  -0.63
H (-2.2874, 1.4068, -0.9363)  0.28
H (-1.9501, 0.1546, -0.3879)  0.29
O (-1.8240, 1.1236, -0.2584)  -0.57

Entry iv
The following is a DFT calculation (ωB97M-V with the def2-TZVPD basis set) of a cluster of 2 separate species, C3H10O3 in total.

Output
- HOMO-LUMO gap (Ha) = 0.385
- HOMO level (Eh) = -0.363
- SMILES = COCCO.O
- total charge = 0

Each line ends with the Mulliken charge.
Element x y z (Å)
O (-1.4161, -0.4753, -0.9756)  -0.60
O (1.0907, -0.0229, 0.2617)  -0.24
C (2.4134, 0.4762, 0.1424)  -0.71
C (-1.3378, 0.3941, 0.1463)  -0.56
C (0.0862, 0.9890, 0.1764)  -0.36
H (-1.5408, 0.0470, -1.7953)  0.34
H (2.5937, 1.3322, 0.8141)  0.28
H (2.5844, 0.8027, -0.8972)  0.30
H (3.1374, -0.3198, 0.3847)  0.22
H (-2.0492, 1.2387, 0.0680)  0.35
H (-1.5271, -0.1172, 1.1097)  0.33
H (0.2809, 1.4639, -0.8045)  0.27
H (0.2295, 1.7599, 0.9579)  0.35
O (-1.1547, -2.6812, 0.2146)  -0.69
H (-1.3531, -1.8154, -0.2088)  0.42
H (-2.0374, -3.0719, 0.4057)  0.27

What should be chosen as the most stable of them? Choose entry i.

Entry i
The following is a DFT calculation (ωB97M-V with the def2-TZVPD basis set) of a structure of composition CH3N5O.

Output
- HOMO-LUMO gap (Ha) = 0.348
- HOMO level (Eh) = -0.352
- total charge = 0

Each line ends with the Mulliken charge.
Element x y z (Å)
C (-0.0926, -0.3359, 0.0286)  0.58
N (0.8646, -0.9755, 0.9077)  -0.33
N (0.3010, 0.6678, -0.6632)  -0.41
N (1.9895, -0.3207, 0.8559)  -0.20
N (2.0012, 0.6009, -0.0393)  0.38
N (-1.2552, -1.0201, -0.1320)  -0.34
O (3.0764, 1.4671, -0.1919)  -0.46
H (-1.3085, -1.9210, 0.3531)  0.24
H (-1.9773, -0.9166, -0.7434)  0.17
H (3.4050, 1.8587, 0.6495)  0.36

Entry ii
The following is a DFT calculation (ωB97M-V with the def2-TZVPD basis set) of the molecule CH3N5O.

Output
- HOMO-LUMO gap (Ha) = 0.364
- HOMO level (Eh) = -0.376
- SMILES = [H]/N=c1/nnon1N
- total charge = 0

Each line ends with the Mulliken charge.
Element x y z (Å)
C (-0.1740, -0.9566, -0.2149)  0.55
H (-0.3874, 1.0526, 1.3882)  0.24
H (-0.5323, 2.1095, 0.0858)  0.22
H (-2.0433, -0.6260, -0.2752)  0.34
N (-0.4807, 1.1631, 0.2614)  -0.43
N (0.0874, 0.4385, -0.7320)  -0.05
N (2.0656, -0.7426, 0.0332)  0.02
N (1.1619, -1.5508, 0.1277)  -0.17
N (-1.3044, -1.4790, -0.2496)  -0.53
O (1.6071, 0.5914, -0.4245)  -0.18

What should be chosen as the most stable of them? Choose entry i.